#P
Computed, not measured: the molecule CH2N2O2, with ωB97M-V/def2-TZVPD.

```
7
Properties=species:S:1:pos:R:3:lowdin_charge:R:1
O 0.68446 -0.96359 -0.08918 -0.09
O 1.78770 0.91218 0.26264 0.05
N 1.88343 -0.26403 0.20810 0.00
N -1.10207 0.30152 -0.84634 0.16
C -0.53133 -0.31846 0.08957 -0.30
H -0.75325 -0.47551 1.10761 0.11
H -1.96894 0.80789 -0.73241 0.06
```

Calculated values
SMILES ... [H]/N=C/ON=O
Charge ... 0

#Q
Computed, not measured: the molecule CH2N2O2, with ωB97M-V/def2-TZVPD.

```
7
Properties=species:S:1:pos:R:3:lowdin_charge:R:1
O 1.91192 -0.98411 0.30289 0.16
O 1.33169 1.41699 -0.00863 -0.14
N -0.02666 -0.17079 -0.60155 0.03
N 1.14600 -0.14943 -0.00486 -0.30
C -1.13549 -0.05824 -0.02492 0.04
H -1.86094 0.09089 -0.78766 0.07
H -1.36653 -0.14532 1.12473 0.14
```

Calculated values
SMILES ... C=N[N+](=O)[O-]
Charge ... 0

#R
Computed, not measured: a cluster of 2 separate species, CH2N2O2 in total, with ωB97M-V/def2-TZVPD.

```
7
Properties=species:S:1:pos:R:3:lowdin_charge:R:1
O 0.68376 -0.61484 1.75079 -0.05
O 0.11678 1.47169 -2.25166 0.00
N -0.41735 -0.48701 -0.16237 0.04
N -0.44030 -0.06002 0.94107 -0.02
C -0.87495 0.89953 -2.24199 -0.03
H 0.67372 -0.12151 2.50245 0.00
H 0.25835 -1.08784 -0.53829 0.07
```

Calculated values
Charge ... 0

Which structure loses on stability? #Q does.

#P
Computed, not measured: a cluster of 8 separate species, C18H52O14 in total, with ωB97M-V/def2-TZVPD.

```
84
Properties=species:S:1:pos:R:3:lowdin_charge:R:1
O -1.77530 -1.03163 0.84203 -0.03
O -0.03421 -3.43589 4.52325 -0.07
O 5.58795 -4.48387 -2.79807 -0.08
O -2.71388 3.84801 -6.20389 -0.07
O 4.88532 -1.64715 4.71463 -0.06
O -4.48830 4.90915 4.83948 -0.05
O -8.11630 -0.20391 2.74959 -0.07
O 5.37491 2.14650 -7.44217 -0.09
O 6.88232 -1.73940 -2.96640 -0.06
O 0.23568 -6.37192 6.46268 -0.02
O 2.49208 -0.30672 5.39355 -0.07
O -2.97560 2.77889 3.27871 -0.11
O 4.28562 0.75791 -4.97083 -0.07
O -8.14469 1.21322 0.01294 -0.08
C -1.53351 -0.46070 -0.38948 -0.53
C -7.19094 -0.25353 1.64461 -0.23
C 6.37225 -2.34062 -1.80401 -0.23
C -2.16567 2.85183 -5.35574 -0.45
C -1.72772 1.58234 -6.17498 -0.05
C 4.75276 2.10172 -4.89261 -0.23
C 5.13829 -3.29188 -2.15409 -0.22
C 4.22424 -0.89412 3.74529 -0.25
C -7.08285 1.10607 0.94650 -0.24
C -4.46175 3.53645 5.06746 -0.25
C -3.10042 2.74576 4.69899 -0.19
C 5.79993 2.41424 -6.02353 -0.19
C -0.00473 -0.44883 -0.68976 -0.05
C 3.37113 0.26506 4.43662 -0.21
C -2.20878 -1.31029 -1.43419 -0.07
C -1.04633 3.57776 -4.59415 -0.06
C 0.38085 -5.09313 6.04124 -0.34
C -0.02651 -4.87255 4.64498 -0.24
H -3.35112 3.57384 2.89320 0.06
H -3.28501 -1.33701 -1.26362 0.08
H 3.95614 1.02141 4.95987 0.11
H -1.77027 -2.29578 -1.59110 0.09
H -0.23639 -4.45832 6.67697 0.13
H 2.71889 0.73195 3.69858 0.11
H 1.39515 -4.69511 6.07088 0.13
H -6.19130 1.07004 0.32044 0.12
H -0.96910 -5.39923 4.49592 0.12
H 6.20328 -1.09258 -3.17167 0.07
H -2.21562 3.27608 5.05111 0.11
H -7.55013 -0.96612 0.90211 0.12
H 5.86576 -1.56739 -1.22636 0.10
H 4.53322 -2.75592 -2.88534 0.10
H -8.98805 1.14619 0.46665 0.08
H 3.51985 -1.46523 3.14051 0.10
H -0.69812 -3.21389 3.86632 0.08
H 5.00542 -0.58628 3.05025 0.11
H -1.39988 4.18808 -3.76312 0.07
H 4.01893 2.88942 -5.06332 0.11
H -1.63199 -0.34258 1.49492 0.09
H -2.50639 0.89842 -6.51268 0.07
H -9.00704 -0.25735 2.39560 0.07
H -2.97964 2.46674 -4.74153 0.13
H 5.22233 2.21818 -3.91586 0.12
H -2.16226 -0.75932 -2.37354 0.07
H -4.58283 3.38550 6.14015 0.11
H -3.16008 1.69521 4.98339 0.11
H -1.97763 0.52766 -0.50780 0.13
H -0.40211 4.22306 -5.19137 0.08
H 5.45212 -2.28172 4.27005 0.09
H -0.33128 2.92110 -4.09858 0.06
H 0.63032 -5.29610 3.88519 0.12
H -2.06951 4.00368 -6.89826 0.08
H 6.12874 3.45165 -5.96217 0.11
H 1.85518 -0.81071 4.88175 0.07
H -6.16440 -0.45052 1.95367 0.11
H -7.09868 1.95027 1.63582 0.12
H 7.19917 -2.81259 -1.27340 0.12
H 4.10267 0.46899 -5.86785 0.08
H -4.53251 5.05306 3.89136 0.08
H -5.28654 3.05020 4.54651 0.11
H 0.49621 0.26452 -0.03533 0.07
H 0.40642 -1.45042 -0.56376 0.08
H 4.49343 -3.55950 -1.31705 0.11
H 5.01816 -5.23974 -2.63809 0.08
H 6.68619 1.83915 -5.75536 0.10
H -1.31241 1.80547 -7.15775 0.07
H 0.70480 -6.33949 7.29963 0.10
H 5.90648 2.73706 -7.98094 0.07
H 0.26343 -0.15549 -1.70472 0.07
H -0.90803 1.08253 -5.65885 0.07
```

Calculated values
SMILES ... CC(C)O.CC(C)O.OCCO.OCCO.OCCO.OCCO.OCCO.OCCO
Charge ... 0

#Q
Computed, not measured: a cluster of 8 separate species, C18H52O14 in total, with ωB97M-V/def2-TZVPD.

```
84
Properties=species:S:1:pos:R:3:lowdin_charge:R:1
O 2.62076 -1.21440 -4.88583 -0.11
O 1.85476 -2.05740 0.00217 -0.10
O -2.75824 5.92160 1.30617 -0.12
O 0.34976 0.20560 0.48917 -0.02
O -6.91924 -2.35340 -0.55983 -0.09
O -1.83824 -0.54240 2.22117 -0.12
O 3.73276 1.13560 4.15417 -0.09
O 3.55076 2.16060 -4.28883 -0.11
O -3.38624 -2.01740 4.12017 -0.03
O -4.49324 -0.31240 1.32817 -0.09
O 5.29476 -2.50140 -1.09383 -0.04
O 0.95876 5.69560 1.20317 -0.09
O -3.68624 -4.19640 -3.11883 0.02
O -1.42124 -3.27240 -0.44783 0.01
C -6.00524 -1.22240 -0.42683 -0.17
C -5.52324 -1.27340 1.13617 -0.20
C 3.79876 1.13860 2.71917 -0.47
C 5.27076 1.00760 2.40417 -0.05
C -2.43524 -3.69940 -2.61383 -0.20
C 3.05276 -1.71540 -0.67083 -0.26
C 4.11376 -2.62140 -0.22083 -0.22
C -1.54624 5.32260 0.81917 -0.28
C -1.64624 0.60060 -0.89383 0.02
C -2.54824 -3.71840 -1.12283 -0.24
C -0.45224 5.97560 1.58617 -0.22
C 3.30276 0.83760 -3.83383 -0.27
C 0.34776 2.12060 -0.84083 -0.06
C 2.84476 0.11460 -5.10583 -0.35
C -1.57124 -1.94140 2.46017 -0.19
C 3.14976 2.38860 2.02517 -0.04
C -0.03024 0.74060 -0.69083 -0.51
C -2.04824 -2.25640 3.91317 -0.28
H -1.67424 -4.47040 -3.10483 0.16
H -1.79024 -0.43140 -0.46383 0.08
H 1.61076 2.23260 -0.73083 0.14
H 1.66476 -3.05540 -0.16383 0.15
H 0.92076 -0.48140 0.45517 -0.01
H -2.08724 0.74660 -1.80183 0.04
H 0.05476 2.38860 -1.79683 0.06
H -4.00824 -3.84840 -3.81083 -0.03
H 5.72576 1.94360 2.30317 0.06
H 2.00276 0.79660 -5.36983 0.12
H -2.02824 -3.31540 4.16717 0.11
H -0.03424 2.74960 -0.04883 0.07
H 2.49176 0.71960 -3.01183 0.14
H -1.95524 1.34860 -0.26383 0.04
H -0.50324 5.53060 2.66717 0.15
H -3.83724 -0.76440 0.86717 0.00
H 3.79976 3.33060 2.32117 0.12
H -2.70724 -4.71040 -0.88583 0.10
H 4.36076 0.50760 -3.70083 0.13
H -0.83624 -3.84640 -0.54683 -0.04
H -1.41624 -1.90940 4.67217 0.09
H 5.33676 0.82360 1.34417 0.07
H -2.26924 -2.67340 1.89817 0.13
H -5.07424 -2.20640 1.50217 0.11
H 3.53176 0.29660 -5.94983 0.12
H -0.99724 -0.12640 1.79717 0.10
H 4.62776 -2.43740 0.78417 0.15
H 3.05876 0.39060 2.31517 0.13
H -7.22024 -2.29740 -1.45283 0.05
H -6.37124 -0.92140 1.87017 0.16
H 3.01176 -1.72340 -1.77483 0.14
H -2.12824 -2.71840 -2.74983 0.09
H 3.79176 2.53060 -3.37683 0.12
H -1.55424 4.22160 0.87017 0.11
H -1.44824 5.52560 -0.23083 0.11
H 0.54476 0.02660 -1.36583 0.15
H 3.73776 -3.66740 -0.32583 0.13
H 2.22876 2.47860 2.28117 -0.01
H -0.74224 7.01760 1.77217 0.11
H 3.30376 0.31260 4.57417 0.13
H 1.78576 -1.60840 -5.51683 0.21
H 5.77976 -3.00440 -0.54983 0.00
H 5.70776 0.27960 2.96617 0.05
H 3.22076 2.14960 0.88917 0.10
H -6.36524 -0.25740 -0.38883 0.07
H -3.49624 -1.31640 3.49717 0.04
H -3.30224 -2.98840 -0.68283 0.15
H 3.34676 -0.73840 -0.33883 0.12
H -3.13924 6.72160 0.72117 0.17
H -5.38624 -1.46140 -1.31383 0.12
H -0.63024 -2.09940 2.07517 0.08
H 1.42176 5.55960 2.03517 0.06
```

Calculated values
SMILES ... CC(C)O.CC(C)O.OCCO.OCCO.OCCO.OCCO.OCCO.OCCO
Charge ... 0

Which structure loses on stability? #Q does.

#P
Computed, not measured: the molecule C17H16N4O3S, with ωB97M-V/def2-TZVPD.

```
41
Properties=species:S:1:pos:R:3:lowdin_charge:R:1
S -2.19560 0.71532 -3.35092 0.99
O -2.97439 1.60059 0.35098 0.08
O 1.10537 -4.06089 3.48871 0.11
O 0.60969 -2.31337 4.80295 -0.05
N 2.67677 2.11564 -2.97075 0.13
N -0.54286 1.78142 -1.52494 0.14
N -2.19195 -0.36158 -0.53188 0.11
N 0.44264 1.36502 -3.50060 -0.06
C 3.38086 2.63132 -1.97493 -0.15
C -0.15322 -2.25619 2.58059 -0.13
C -0.92985 -2.20491 0.30659 -0.01
C 0.58126 -2.98248 3.63760 -0.46
C 2.86871 2.92300 -0.71033 -0.07
C -0.74219 -1.01292 2.80111 0.00
C -1.42424 -0.36910 1.78948 0.01
C -1.52344 -0.96103 0.53141 -0.21
C 1.53754 2.68334 -0.41367 0.01
C -3.26015 1.25184 -1.98083 -0.35
C -0.68982 1.33413 -2.74121 -0.60
C 0.77439 2.14681 -1.43998 -0.20
C 0.60238 0.94216 -4.86209 -0.03
C 1.40872 1.88858 -2.68105 -0.24
C 1.29759 -2.95489 5.86430 -0.05
C -2.75792 0.87497 -0.58643 -0.56
C -0.25432 -2.84540 1.32084 -0.01
H -3.36611 2.33533 -2.02548 0.09
H 3.52402 3.33977 0.03837 0.10
H -1.87883 0.59245 1.95798 0.10
H 1.10944 2.89688 0.55260 0.12
H 0.46388 -0.13773 -4.94729 0.09
H 1.61140 1.20784 -5.17106 0.09
H 0.20739 -3.80782 1.16092 0.12
H 0.82868 -3.91353 6.09668 0.10
H -4.23111 0.78652 -2.16112 0.09
H -1.00291 -2.66362 -0.66992 0.11
H -2.11702 -0.85900 -1.41181 0.10
H 4.42006 2.82162 -2.20408 0.10
H -0.12841 1.44143 -5.50079 0.09
H 2.33933 -3.13378 5.58926 0.10
H 1.23689 -2.28325 6.71682 0.09
H -0.66266 -0.55446 3.77394 0.12
```

Calculated values
SMILES ... COC(=O)c1ccc(NC(=O)CSc2nc3cccnc3n2C)cc1
Charge ... 0

#Q
Computed, not measured: the molecule C17H16N4O3S, with ωB97M-V/def2-TZVPD.

```
41
Properties=species:S:1:pos:R:3:lowdin_charge:R:1
S -0.72790 2.91233 -3.54471 1.00
O -2.07939 3.74402 1.48537 0.06
O 2.27370 -2.19264 1.27960 -0.05
O -0.43356 -2.88267 2.14127 -0.02
N -1.36436 2.02436 0.30096 0.16
N 0.64994 -1.38117 -1.51718 0.08
N 0.05837 -0.22652 -1.01751 0.08
N 0.25420 0.01105 -3.15884 0.13
C 0.96163 1.08891 2.32253 -0.04
C 1.36841 -1.27428 1.83838 -0.21
C -1.87556 3.87816 -1.38420 -0.10
C 0.79644 -1.22157 -2.84072 -0.32
C 1.27291 -2.35510 -3.74910 -0.01
C -0.71323 1.96025 -2.03157 -0.37
C -1.61124 4.17430 -2.70359 -0.38
C -0.18300 0.59936 -1.99440 -0.34
C 0.35775 -3.73205 1.28797 -0.15
C -1.34345 2.60573 -0.97878 -0.22
C 1.82029 0.03972 1.89917 0.01
C -0.34116 0.76673 2.65500 -0.24
C 0.06859 -1.59861 2.23973 -0.20
C -0.74049 -0.56669 2.64164 0.03
C -1.39698 1.90146 2.79365 -0.03
C 1.85449 -3.55322 1.50082 -0.14
C -1.68324 2.59883 1.47300 -0.46
H 2.00557 -3.81654 2.54721 0.13
H -2.42657 4.55788 -0.75394 0.10
H 0.43029 -2.94715 -4.04789 0.07
H 1.34216 2.11146 2.37826 0.12
H 2.40732 -4.19682 0.83582 0.12
H -1.05211 2.61315 3.53488 0.12
H 0.08211 -4.79974 1.47792 0.14
H 0.24368 0.45738 -4.07569 0.13
H -1.94943 5.09034 -3.17226 0.07
H -2.32407 1.51194 3.12765 0.11
H 2.85440 0.23380 1.57174 0.13
H 0.05448 -3.53245 0.28772 0.10
H 1.76586 -1.93909 -4.63884 0.07
H 2.01006 -2.99044 -3.24319 0.08
H -1.77383 -0.77738 2.86358 0.13
H -0.91309 1.10293 0.36852 0.11
```

Calculated values
SMILES ... Cc1nnc(-c2sccc2NC(=O)Cc2ccc3c(c2)OCCO3)[nH]1
Charge ... 0

Which structure loses on stability? #Q does.

#P
Computed, not measured: a cluster of 2 separate species, C6H7FN2O in total, with ωB97M-V/def2-TZVPD.

```
17
Properties=species:S:1:pos:R:3:lowdin_charge:R:1
F -1.32742 -1.77174 0.29347 -0.01
O 2.05308 2.40761 -2.44696 0.09
N -1.06224 1.51913 0.57475 0.02
N 0.34944 1.92419 -0.97375 -0.09
C -0.13217 -2.11923 -1.66862 0.03
C 0.00447 2.07296 1.18988 -0.10
C 0.90634 2.30328 0.21634 -0.07
C -0.90235 1.45538 -0.78861 -0.05
C 0.94219 2.00909 -2.23535 -0.25
C -1.11479 -1.53462 -1.02116 -0.25
H -0.17737 2.26198 2.29283 0.14
H -1.90453 1.39801 1.06664 0.12
H -1.83336 -0.90904 -1.41460 0.06
H 0.40965 -2.86091 -1.12698 0.05
H 0.27602 1.61837 -2.91539 0.10
H 0.29799 -1.67743 -2.55613 0.06
H 1.91862 2.81286 0.09973 0.15
```

Calculated values
Charge ... 0

#Q
Computed, not measured: the molecule C6H7FN2O, with ωB97M-V/def2-TZVPD.

```
17
Properties=species:S:1:pos:R:3:lowdin_charge:R:1
F 0.01661 2.98972 -2.46158 -0.04
O 0.46729 -0.84159 -2.45582 0.11
N 0.03931 1.42872 -0.72658 0.05
N -0.81369 2.07063 1.48500 0.14
C -0.22965 -0.15175 0.95274 -0.08
C 0.38511 -2.67257 0.45232 0.00
C -0.19116 2.76190 -1.16283 -0.11
C -0.35883 1.14667 0.62979 -0.43
C 0.28850 -0.70188 -1.15563 -0.03
C 0.16962 -1.17538 0.04138 -0.25
H -0.93420 1.76466 2.37175 0.05
H 1.13201 -0.31559 -2.92134 0.14
H -0.38914 -0.31998 2.02426 0.11
H 1.15035 -2.82087 1.27847 0.10
H -0.86199 3.08414 1.35903 0.10
H 0.76193 -3.14105 -0.40935 0.04
H -0.63210 -3.10576 0.69839 0.10
```

Calculated values
Charge ... 0

Which structure loses on stability? #Q does.

#P
Computed, not measured: a cluster of 2 separate species, C8H8 in total, with ωB97M-V/def2-TZVPD.

```
16
Properties=species:S:1:pos:R:3:lowdin_charge:R:1
C -2.18786 -0.07718 0.01776 0.01
C -3.38650 -0.02074 -0.03213 0.00
C 0.92229 -0.74752 1.16024 -0.11
C 0.89443 0.80546 -1.15062 -0.08
C 0.87103 0.66784 1.25047 -0.09
C 1.00764 -0.61161 -1.24285 -0.08
C 0.79984 1.45363 0.09093 -0.09
C 0.98793 -1.37250 -0.08119 -0.12
H -1.14636 -0.19153 0.14049 -0.04
H 1.14678 -2.45684 -0.10183 0.11
H 0.84141 -1.29073 2.11395 0.11
H 0.85231 1.08927 2.21267 0.08
H 1.06979 -1.11877 -2.17442 0.09
H 0.82066 2.53879 0.09411 0.10
H -4.43126 -0.06737 -0.25608 0.01
H 0.93788 1.39982 -2.04150 0.09
```

Calculated values
SMILES ... c1ccccc1.C#C
Charge ... 0

#Q
Computed, not measured: the molecule C8H8, with ωB97M-V/def2-TZVPD.

```
16
Properties=species:S:1:pos:R:3:lowdin_charge:R:1
C -2.81901 1.39977 1.69987 0.05
C 1.18241 -1.42348 -1.12505 -0.03
C 0.43783 0.54053 0.40954 -0.15
C -0.29382 1.31306 1.29895 -0.16
C -1.20874 -0.64735 -0.96693 -0.02
C -1.56438 1.53907 1.59642 -0.19
C 1.19274 1.34808 1.35021 -0.01
C 0.16788 -0.46844 -0.46828 -0.20
H 1.75559 2.31692 1.08374 0.15
H 1.53769 0.85142 2.17889 0.08
H -1.44492 -1.62521 -0.98625 0.06
H -1.84277 -0.18274 -0.31647 0.04
H -1.25655 -0.22699 -1.90439 0.09
H 2.04558 -0.78974 -1.53280 0.11
H 1.50952 -2.09796 -0.33240 0.08
H 0.60097 -1.84695 -1.98504 0.09
```

Calculated values
Charge ... 0

#R
Computed, not measured: the molecule C8H8, with ωB97M-V/def2-TZVPD.

```
16
Properties=species:S:1:pos:R:3:lowdin_charge:R:1
C 0.65685 0.11686 0.37916 -0.21
C 2.34634 -2.04236 0.07075 -0.05
C 1.90248 -0.46635 0.84052 -0.14
C 3.15475 -0.86157 0.23113 0.05
C 0.35668 1.35285 0.13702 -0.11
C -1.02043 1.78464 -0.28924 -0.06
C -0.06575 -1.30362 0.43135 -0.06
C 1.18807 -1.80605 1.05548 -0.23
H -0.96836 2.45372 -1.15583 0.08
H 1.37450 -2.36471 1.99593 0.15
H 1.15958 2.02254 0.40246 0.12
H -1.38798 2.32361 0.68054 0.12
H -1.55319 0.86791 -0.26817 0.05
H -0.17588 -1.72298 -0.58464 0.13
H 2.13415 -2.42494 -0.81896 0.05
H -0.94181 -1.37831 1.08857 0.12
```

Calculated values
Charge ... 0

Which structure loses on stability? #Q does.